A | Molecular formula: C21H19ClN4ORhSSbSe4
Method: DFT, ωB97M-V with the def2-TZVPD basis set

Properties
HOMO energy: -1.46 eV
HOMO-LUMO gap: 4.6 eV
charge: -2

Each line ends with the natural charge from an NBO analysis.
Geometry (Å):
1 Rh 1.104 3.755 -1.368  0.408
2 C -0.335 -7.787 0.363  -0.622
3 C -0.742 -6.380 0.706  -0.052
4 C -1.841 -6.119 1.514  -0.202
5 C -2.218 -4.821 1.820  -0.235
6 C -1.488 -3.734 1.338  0.139
7 N -1.881 -2.442 1.706  -0.640
8 C -1.703 -1.218 1.064  0.794
9 O -1.842 -0.185 1.684  -0.621
10 N -1.430 -1.321 -0.269  -0.639
11 C -1.157 -0.273 -1.171  0.170
12 C -1.267 -0.542 -2.532  -0.213
13 C -0.948 0.442 -3.443  -0.228
14 C -0.517 1.670 -2.969  0.049
15 N -0.400 1.916 -1.669  -0.451
16 C -0.716 0.983 -0.776  0.017
17 C -0.365 -3.987 0.549  -0.212
18 C -0.016 -5.290 0.234  -0.204
19 H -1.050 -8.508 0.759  0.207
20 H 0.647 -8.026 0.776  0.215
21 H -0.278 -7.929 -0.718  0.216
22 H -2.427 -6.944 1.904  0.202
23 H -3.092 -4.640 2.434  0.207
24 H -2.319 -2.327 2.605  0.409
25 H -1.588 -2.220 -0.694  0.397
26 H -1.587 -1.524 -2.866  0.195
27 H -1.002 0.262 -4.507  0.220
28 H -0.257 2.481 -3.640  0.241
29 H -0.579 1.233 0.266  0.238
30 H 0.256 -3.169 0.207  0.234
31 H 0.860 -5.456 -0.383  0.213
32 Se 0.671 6.389 -5.892  -0.835
33 Sb 0.969 6.567 -3.493  1.064
34 Se 2.726 4.939 -2.651  -0.410
35 Se 1.254 8.777 -2.543  -0.838
36 Se -0.708 5.204 -2.200  -0.566
37 S 2.708 1.991 -0.698  -0.262
38 C 2.681 0.979 -2.026  0.075
39 N 2.641 0.222 -2.906  -0.500
40 Cl -1.432 4.102 1.305  -0.006
41 C 0.069 3.475 1.925  -0.041
42 C -0.005 2.503 2.908  -0.236
43 C 1.157 1.993 3.461  -0.238
44 C 2.386 2.470 3.026  -0.238
45 C 2.445 3.426 2.032  -0.138
46 C 1.291 3.952 1.425  -0.086
47 C 1.418 4.889 0.289  -0.464
48 H -0.977 2.144 3.220  0.225
49 H 1.099 1.224 4.222  0.197
50 H 3.304 2.077 3.447  0.199
51 H 3.405 3.769 1.665  0.210
52 H 2.413 5.333 0.275  0.208
53 H 0.664 5.676 0.285  0.229


B | Molecular formula: C21H19ClN4ORhSSbSe4
Method: DFT, ωB97M-V with the def2-TZVPD basis set

Properties
HOMO energy (spin up / spin down): -1.53 / -1.54 eV
HOMO-LUMO gap (spin up / spin down): 4.7 / 4.7 eV
charge: -2

Each line ends with the natural charge from an NBO analysis.
Geometry (Å):
1 Rh -1.807 0.552 -3.408  0.449
2 C 0.320 -1.350 7.992  -0.622
3 C 0.685 -1.561 6.547  -0.050
4 C 1.834 -2.252 6.182  -0.201
5 C 2.170 -2.449 4.852  -0.232
6 C 1.349 -1.975 3.833  0.127
7 N 1.711 -2.247 2.502  -0.640
8 C 1.403 -1.564 1.321  0.792
9 O 1.481 -2.137 0.255  -0.623
10 N 1.109 -0.243 1.484  -0.636
11 C 0.552 0.649 0.536  0.164
12 C 0.290 1.948 0.978  -0.219
13 C -0.253 2.862 0.112  -0.229
14 C -0.527 2.456 -1.193  0.042
15 N -0.306 1.216 -1.605  -0.486
16 C 0.230 0.314 -0.766  -0.020
17 C 0.174 -1.306 4.185  -0.200
18 C -0.132 -1.098 5.520  -0.206
19 H 1.018 -1.866 8.651  0.207
20 H -0.682 -1.722 8.208  0.217
21 H 0.335 -0.290 8.255  0.217
22 H 2.493 -2.635 6.953  0.202
23 H 3.083 -2.973 4.594  0.207
24 H 2.185 -3.114 2.314  0.409
25 H 1.266 0.149 2.395  0.397
26 H 0.502 2.220 2.009  0.195
27 H -0.525 3.866 0.411  0.249
28 H -0.977 3.152 -1.891  0.259
29 H 0.380 -0.684 -1.150  0.241
30 H -0.525 -0.990 3.424  0.228
31 H -1.049 -0.574 5.765  0.214
32 Se -5.717 3.171 -0.521  -0.814
33 Sb -4.441 3.998 -2.383  1.070
34 Se -3.785 1.682 -3.672  -0.328
35 Se -5.621 4.606 -4.391  -0.764
36 Se -2.475 5.345 -1.871  -0.870
37 S -2.358 -1.494 -2.483  -0.174
38 C -3.018 -2.439 -3.753  0.087
39 N -3.452 -3.123 -4.580  -0.464
40 Cl 0.008 2.730 -5.493  0.021
41 C 0.790 1.270 -4.975  -0.016
42 C 2.108 1.362 -4.560  -0.240
43 C 2.766 0.236 -4.079  -0.224
44 C 2.100 -0.980 -4.026  -0.245
45 C 0.786 -1.058 -4.464  -0.133
46 C 0.087 0.057 -4.939  -0.144
47 C -1.355 -0.068 -5.271  -0.494
48 H 2.599 2.324 -4.595  0.218
49 H 3.790 0.316 -3.736  0.201
50 H 2.590 -1.863 -3.638  0.208
51 H 0.251 -1.999 -4.411  0.218
52 H -1.699 -1.084 -5.439  0.214
53 H -1.743 0.654 -5.984  0.225


C | Molecular formula: C21H19ClN4ORhSSbSe4
Method: DFT, ωB97M-V with the def2-TZVPD basis set

Properties
HOMO energy (spin up / spin down): -1.57 / -1.56 eV
HOMO-LUMO gap (spin up / spin down): 4.7 / 4.7 eV
charge: -2

Each line ends with the natural charge from an NBO analysis.
Geometry (Å):
1 Rh 0.075 -0.260 0.073  0.444
2 C -3.016 10.791 1.893  -0.622
3 C -2.501 9.502 2.468  -0.071
4 C -2.109 9.407 3.798  -0.152
5 C -1.617 8.223 4.322  -0.251
6 C -1.525 7.079 3.531  0.149
7 N -1.057 5.894 4.113  -0.642
8 C -0.433 4.792 3.524  0.792
9 O -0.437 3.719 4.088  -0.624
10 N 0.175 5.060 2.333  -0.637
11 C 0.663 4.144 1.379  0.165
12 C 1.230 4.688 0.221  -0.218
13 C 1.713 3.850 -0.757  -0.226
14 C 1.613 2.479 -0.553  0.037
15 N 1.047 1.964 0.530  -0.481
16 C 0.580 2.765 1.493  -0.017
17 C -1.945 7.155 2.201  -0.261
18 C -2.410 8.353 1.689  -0.177
19 H -3.107 11.554 2.665  0.207
20 H -3.997 10.658 1.435  0.217
21 H -2.347 11.176 1.121  0.217
22 H -2.172 10.280 4.437  0.194
23 H -1.291 8.178 5.354  0.205
24 H -1.282 5.722 5.078  0.408
25 H 0.252 6.028 2.070  0.398
26 H 1.271 5.766 0.097  0.195
27 H 2.124 4.207 -1.692  0.248
28 H 1.964 1.794 -1.318  0.257
29 H 0.117 2.289 2.346  0.239
30 H -1.938 6.274 1.575  0.239
31 H -2.726 8.385 0.653  0.214
32 Se -1.182 2.301 -4.463  -0.823
33 Sb 0.531 0.639 -4.191  1.065
34 Se -0.436 -0.832 -2.090  -0.337
35 Se 0.348 -1.438 -5.392  -0.760
36 Se 2.803 1.438 -3.828  -0.859
37 S -1.917 0.154 1.125  -0.149
38 C -2.667 -1.331 1.466  0.075
39 N -3.211 -2.316 1.738  -0.460
40 Cl 3.365 -1.647 -0.028  0.019
41 C 2.722 -1.153 1.508  -0.020
42 C 3.551 -0.454 2.366  -0.240
43 C 3.063 0.007 3.582  -0.225
44 C 1.743 -0.248 3.940  -0.246
45 C 0.927 -0.962 3.081  -0.135
46 C 1.383 -1.430 1.835  -0.139
47 C 0.424 -2.053 0.899  -0.494
48 H 4.568 -0.252 2.060  0.217
49 H 3.710 0.573 4.240  0.201
50 H 1.343 0.122 4.875  0.208
51 H -0.110 -1.143 3.338  0.219
52 H -0.463 -2.454 1.383  0.212
53 H 0.861 -2.730 0.169  0.224


Relative energy of each structure, in eV: A 0.000; B 2.183; C 2.040.


A | Molecular formula: C34H32CsN4PS3
Method: DFT, ωB97M-V with the def2-TZVPD basis set

Properties
HOMO energy: -5.32 eV
HOMO-LUMO gap: 5.2 eV

Each line ends with the Löwdin charge.
Geometry (Å):
1 Cs -1.063 -0.719 -0.289  0.959
2 C 1.931 -1.949 -1.511  -0.037
3 C 2.318 -1.185 -0.243  -0.422
4 N 1.442 -1.769 0.964  -0.019
5 C 1.605 -0.999 2.193  -0.288
6 C 2.799 -0.503 2.552  -0.356
7 S 4.270 -0.824 1.709  1.069
8 C 0.464 -0.944 3.126  -0.329
9 C 0.572 -0.877 4.485  -0.349
10 S -0.976 -0.801 5.199  1.068
11 C -1.697 -0.895 3.648  -0.664
12 N -0.841 -0.970 2.675  -0.026
13 C -3.179 -0.889 3.447  -0.090
14 H 1.092 -1.496 -2.048  0.032
15 H 1.741 -3.008 -1.328  0.099
16 H 2.773 -1.873 -2.200  0.093
17 H 2.899 0.082 3.458  0.078
18 H 1.467 -0.911 5.081  0.078
19 H -3.707 -0.894 4.399  0.072
20 H -3.469 -1.770 2.871  0.074
21 H -3.480 -0.003 2.884  0.081
22 C 4.146 5.314 0.361  -0.100
23 C 4.411 4.119 1.020  -0.083
24 C 3.617 3.007 0.792  -0.098
25 C 2.546 3.065 -0.102  -0.365
26 C 2.294 4.265 -0.762  -0.089
27 C 3.087 5.382 -0.530  -0.093
28 P 1.481 1.582 -0.266  1.001
29 C 0.624 1.927 -1.883  -0.431
30 C 1.085 1.448 -3.108  -0.079
31 C 0.329 1.610 -4.262  -0.076
32 C -0.904 2.247 -4.208  -0.092
33 C -1.382 2.722 -2.994  -0.092
34 C -0.624 2.554 -1.843  -0.167
35 C 2.609 0.242 -0.571  -0.435
36 C 3.821 0.433 -1.235  -0.163
37 C 4.904 -0.405 -1.578  -0.115
38 C 5.211 -1.762 -1.285  -0.082
39 C 4.562 -2.569 -0.387  -0.273
40 C 4.725 -3.982 -0.146  -0.051
41 C 3.837 -4.707 0.582  -0.094
42 C 2.586 -4.115 1.070  -0.019
43 C 2.502 -2.790 1.019  -0.259
44 C 3.535 -1.928 0.430  -0.506
45 H 4.770 6.181 0.536  0.097
46 H 5.245 4.052 1.707  0.102
47 H 3.842 2.067 1.284  0.076
48 H 1.480 4.333 -1.473  0.093
49 H 2.879 6.304 -1.057  0.099
50 H 2.038 0.932 -3.144  0.101
51 H 0.701 1.233 -5.206  0.104
52 H -1.495 2.366 -5.108  0.100
53 H -2.346 3.213 -2.943  0.102
54 H -1.004 2.906 -0.887  0.100
55 H 3.981 1.455 -1.573  0.102
56 H 5.650 0.091 -2.189  0.079
57 H 6.059 -2.179 -1.824  0.108
58 H 5.587 -4.480 -0.579  0.107
59 H 4.004 -5.765 0.732  0.085
60 H 1.752 -4.746 1.354  0.108
61 C -7.316 -0.739 -2.062  -0.052
62 N -7.217 -0.932 -0.634  -0.167
63 C -8.322 -0.576 0.247  -0.121
64 C -7.772 -0.982 1.613  -0.136
65 N -6.340 -0.843 1.372  0.019
66 C -6.056 -0.978 0.048  -0.843
67 S -4.525 -1.174 -0.588  0.537
68 H -8.170 -1.297 -2.446  0.092
69 H -6.405 -1.102 -2.528  0.053
70 H -7.443 0.320 -2.304  0.097
71 H -9.230 -1.111 -0.025  0.125
72 H -8.516 0.501 0.193  0.129
73 H -8.033 -2.017 1.851  0.122
74 H -8.111 -0.331 2.416  0.118
75 H -5.651 -1.166 2.031  0.105


B | Molecular formula: C34H32CsN4PS3
Method: DFT, ωB97M-V with the def2-TZVPD basis set

Properties
HOMO energy: -6.32 eV
HOMO-LUMO gap: 6.4 eV

Each line ends with the Löwdin charge.
Geometry (Å):
1 Cs 0.359 -0.159 -1.340  1.020
2 C -2.988 -0.396 -4.379  -0.092
3 C -1.963 -1.282 -4.990  -0.628
4 N -0.774 -1.511 -4.537  0.078
5 C -0.050 -2.331 -5.373  -0.329
6 C -0.731 -2.750 -6.479  -0.363
7 S -2.309 -2.095 -6.494  1.055
8 C 1.339 -2.700 -5.090  -0.328
9 C 2.111 -3.439 -5.940  -0.361
10 S 3.677 -3.651 -5.292  1.061
11 C 3.203 -2.725 -3.896  -0.627
12 N 1.980 -2.310 -3.938  0.083
13 C 4.169 -2.494 -2.785  -0.088
14 H -2.692 -0.100 -3.378  -0.003
15 H -3.955 -0.897 -4.327  0.081
16 H -3.124 0.503 -4.984  0.087
17 H -0.399 -3.395 -7.275  0.069
18 H 1.855 -3.849 -6.902  0.069
19 H 5.185 -2.727 -3.101  0.075
20 H 3.922 -3.131 -1.934  0.086
21 H 4.128 -1.458 -2.453  0.077
22 C -2.182 2.734 5.346  -0.101
23 C -1.995 1.368 5.198  -0.093
24 C -1.295 0.889 4.098  -0.151
25 C -0.761 1.747 3.133  -0.374
26 C -0.962 3.118 3.303  -0.094
27 C -1.665 3.605 4.396  -0.087
28 P 0.318 0.831 1.844  0.980
29 C 0.233 2.168 0.584  -0.521
30 C -1.041 2.587 0.205  -0.211
31 C -1.226 3.553 -0.770  -0.082
32 C -0.121 4.136 -1.376  -0.090
33 C 1.154 3.742 -0.999  -0.085
34 C 1.335 2.760 -0.029  -0.127
35 C 1.883 1.231 2.731  -0.283
36 C 2.271 1.928 3.842  -0.055
37 C 3.650 1.932 4.170  -0.082
38 C 4.586 1.234 3.448  -0.038
39 C 4.197 0.472 2.319  -0.177
40 C 5.005 -0.373 1.518  -0.047
41 C 4.425 -1.079 0.496  -0.104
42 C 3.045 -0.964 0.176  -0.224
43 C 2.211 -0.132 0.889  -0.344
44 C 2.840 0.531 1.966  -0.280
45 H -2.722 3.121 6.202  0.097
46 H -2.392 0.682 5.937  0.098
47 H -1.128 -0.179 3.980  0.079
48 H -0.557 3.815 2.578  0.107
49 H -1.810 4.673 4.513  0.100
50 H -1.901 2.147 0.686  0.049
51 H -2.229 3.849 -1.050  0.108
52 H -0.253 4.910 -2.122  0.101
53 H 2.015 4.212 -1.459  0.103
54 H 2.338 2.470 0.262  0.109
55 H 1.567 2.463 4.467  0.100
56 H 3.970 2.503 5.034  0.097
57 H 5.628 1.256 3.751  0.105
58 H 6.059 -0.488 1.745  0.104
59 H 5.045 -1.762 -0.080  0.086
60 H 2.654 -1.587 -0.629  0.007
61 C -4.242 -2.680 -0.759  -0.057
62 N -3.779 -2.013 0.429  -0.166
63 C -3.907 -2.591 1.760  -0.113
64 C -3.187 -1.557 2.630  -0.142
65 N -3.239 -0.371 1.784  0.040
66 C -3.459 -0.701 0.490  -0.824
67 S -3.346 0.336 -0.806  0.652
68 H -4.096 -3.753 -0.644  0.090
69 H -3.665 -2.327 -1.611  0.060
70 H -5.300 -2.481 -0.955  0.096
71 H -3.439 -3.574 1.805  0.122
72 H -4.961 -2.693 2.039  0.126
73 H -2.151 -1.849 2.825  0.111
74 H -3.689 -1.385 3.580  0.119
75 H -2.672 0.433 2.013  0.086


Relative energy of each structure, in eV: A 2.043; B 0.000.